[1]
{"formula": "C29H39O5Pt", "method": "ωB97M-V/def2-TZVPD", "energy_ev": -44181.064, "max_force_ev_per_a": 2.871, "multiplicity": 5, "homo_lumo_gap_ha": [0.0602, 0.2545], "charge": -1, "symbols": ["C", "C", "C", "C", "H", "H", "C", "H", "H", "C", "H", "H", "C", "C", "C", "O", "O", "O", "O", "C", "H", "H", "H", "C", "H", "H", "H", "O", "H", "H", "C", "C", "H", "H", "H", "H", "H", "H", "Pt", "C", "C", "C", "H", "C", "C", "H", "H", "H", "H", "C", "C", "C", "H", "C", "C", "H", "H", "H", "H", "C", "C", "C", "C", "C", "C", "H", "H", "H", "H", "H", "H", "H", "H", "H"], "xyz": [[0.78501, 0.43711, -4.51081], [1.44236, 0.35642, -3.12219], [-0.55542, -0.32904, -4.40990], [-0.46018, -1.16926, -3.11223], [-0.59198, -1.00430, -5.26854], [-1.39854, 0.36659, -4.45360], [0.99671, -1.02001, -2.63805], [1.03298, 1.16297, -2.49796], [2.52881, 0.46051, -3.20250], [0.95519, -1.19844, -1.14713], [1.63409, -1.78475, -3.10938], [-0.68331, -2.21939, -3.35179], [-1.29869, -0.81809, -1.84559], [0.65039, 1.85784, -5.02603], [1.72169, -0.17207, -5.55974], [1.38154, -0.84995, -6.51290], [0.26733, 2.79457, -4.33830], [1.01185, 1.99286, -6.31795], [3.01065, 0.13666, -5.31884], [3.87546, -0.06504, -6.44125], [4.84081, 0.32838, -6.12891], [3.48588, 0.49471, -7.30095], [3.94477, -1.12747, -6.69030], [0.87371, 3.32912, -6.81905], [-0.16873, 3.66565, -6.75075], [1.19318, 3.27472, -7.85654], [1.50950, 4.02494, -6.25336], [-0.33113, -0.76466, -0.67211], [1.73708, -0.64792, -0.60673], [1.04343, -2.27116, -0.91997], [-2.29964, -1.91271, -1.50244], [-2.01662, 0.50769, -1.96163], [-2.76351, 0.44810, -2.76507], [-1.32227, 1.32762, -2.18233], [-2.55859, 0.72770, -1.03715], [-2.84745, -1.65843, -0.58732], [-1.79154, -2.86729, -1.34022], [-3.03058, -2.02142, -2.31868], [-0.07001, -0.42246, 2.02379], [0.10835, -2.23002, 3.27129], [0.37023, -2.64507, 1.90274], [1.67775, -2.13223, 1.54131], [-0.23983, -3.34626, 1.33563], [2.17425, -1.33835, 2.60940], [1.22002, -1.38576, 3.68198], [1.30907, -0.91199, 4.65264], [-0.73527, -2.52370, 3.89211], [2.22478, -2.40495, 0.64447], [3.13557, -0.81910, 2.64164], [-1.96620, 2.14992, 2.30856], [-0.75573, 1.98713, 3.20355], [0.33807, 1.62888, 2.19238], [-0.57333, 2.80620, 3.90590], [-0.24365, 1.53556, 0.87429], [-1.63577, 1.93294, 0.99802], [-2.25836, 2.16875, 0.14127], [-2.93112, 2.49635, 2.67543], [1.40167, 1.75193, 2.38364], [0.33353, 1.55372, -0.04541], [-0.91922, 1.05634, 7.16436], [-1.20833, -0.23091, 6.39422], [-0.29633, -1.35413, 6.88380], [-2.65006, -0.67827, 6.61478], [-1.02226, 0.05892, 4.95413], [-0.81547, 0.66142, 3.87587], [-1.13913, 0.92947, 8.23220], [-1.53069, 1.88047, 6.77889], [0.13662, 1.33616, 7.06329], [-0.53385, -1.58023, 7.93197], [-0.45057, -2.26713, 6.29735], [0.76089, -1.07611, 6.83042], [-3.35452, 0.10378, 6.31153], [-2.85692, -1.58191, 6.03458], [-2.80847, -0.90213, 7.67618]], "forces_ev_per_angstrom": [[0.9, 0.1, -0.7], [-0.4, 0.3, -0.1], [0.2, 0.0, 0.0], [0.2, -0.4, 0.4], [-0.3, 0.2, 0.0], [0.1, -0.2, 0.1], [0.2, 0.0, -0.3], [0.1, -0.2, -0.1], [-0.3, 0.0, 0.3], [-0.4, -0.5, 0.3], [-0.1, 0.1, 0.2], [0.2, 0.2, 0.0], [0.3, -0.1, 0.8], [-0.7, 1.4, 1.4], [-0.1, -1.7, -0.8], [0.2, 0.8, 1.0], [0.4, -1.1, -1.0], [-0.4, 0.5, 0.4], [-0.3, 0.2, -0.4], [0.0, -0.1, 0.0], [0.0, -0.1, -0.1], [0.1, -0.2, 0.1], [0.0, 0.2, 0.0], [0.0, 0.2, 0.0], [0.3, -0.1, 0.0], [0.0, 0.1, 0.0], [-0.2, -0.3, -0.2], [-0.6, 0.1, -2.6], [-0.2, -0.1, -0.2], [0.2, 0.2, -0.1], [-0.1, 0.0, -0.1], [-0.1, 0.2, 0.1], [0.2, 0.0, 0.1], [-0.2, -0.1, 0.0], [0.2, -0.1, -0.2], [0.1, 0.0, -0.1], [0.0, 0.1, -0.1], [0.2, -0.1, 0.2], [0.0, -0.9, 1.7], [0.8, -0.1, -0.8], [0.5, 0.2, 1.1], [-0.1, -0.2, 0.5], [0.2, 0.3, 0.1], [-0.5, -0.6, 0.2], [0.4, -1.1, -0.2], [0.0, -0.1, -0.4], [0.2, 0.1, -0.3], [-0.1, 0.2, 0.3], [-0.5, -0.2, -0.1], [-0.4, 0.4, 0.3], [0.0, -0.8, -0.2], [0.4, 0.1, -0.7], [0.1, 0.3, 0.1], [-1.0, 2.7, -0.2], [1.3, 0.1, -0.9], [0.0, -0.3, 0.3], [0.3, -0.2, -0.1], [-0.3, 0.2, 0.0], [-0.2, -0.2, 0.2], [0.1, 0.4, 0.2], [-0.2, -0.2, -0.5], [0.2, -0.2, 0.2], [-0.4, 0.1, 0.1], [0.2, 0.4, -0.1], [-0.8, 0.3, 0.6], [0.0, 0.0, -0.1], [0.1, -0.1, 0.1], [-0.2, 0.0, 0.0], [0.1, 0.0, -0.1], [0.1, 0.2, 0.1], [-0.1, 0.0, 0.0], [0.1, -0.1, 0.0], [0.0, 0.1, 0.1], [0.0, 0.0, -0.1]], "mulliken_spin": [-1.27, 0.52, 0.12, 0.53, 0.10, -0.01, 0.59, 0.02, 0.02, -0.26, 0.12, 0.19, -1.10, 0.24, 0.52, -0.12, -0.06, 0.02, -0.20, 0.22, -0.04, 0.04, -0.02, 0.07, 0.00, -0.01, 0.00, -0.82, -0.32, 0.31, 0.20, 0.07, 0.04, 0.01, 0.00, -0.02, -0.06, -0.06, 2.71, -0.36, -0.17, -0.15, 0.19, -0.19, 0.16, 0.06, 0.08, 0.44, 0.07, 0.34, 0.13, 0.27, 0.11, 0.48, -0.20, 0.00, 0.02, -0.05, -0.13, 0.10, -0.28, 0.19, 0.09, 0.54, -0.01, 0.00, -0.01, 0.00, -0.02, -0.01, 0.03, -0.01, -0.03, 0.02]}



[2]
{"formula": "C29H39O5Zr", "method": "ωB97M-V/def2-TZVPD", "energy_ev": -42220.206, "max_force_ev_per_a": 3.122, "homo_lumo_gap_ha": 0.0823, "charge": -1, "symbols": ["C", "C", "C", "C", "H", "H", "C", "H", "H", "C", "H", "H", "C", "C", "C", "O", "O", "O", "O", "C", "H", "H", "H", "C", "H", "H", "H", "O", "H", "H", "C", "C", "H", "H", "H", "H", "H", "H", "Zr", "C", "C", "C", "H", "C", "C", "H", "H", "H", "H", "C", "C", "C", "H", "C", "C", "H", "H", "H", "H", "C", "C", "C", "C", "C", "C", "H", "H", "H", "H", "H", "H", "H", "H", "H"], "xyz": [[0.32745, -0.83150, -4.53926], [0.05996, -1.61463, -3.22945], [-0.09245, 0.64822, -4.24440], [-0.88351, 0.63101, -2.90403], [-0.75661, 0.92947, -5.06726], [0.78616, 1.30845, -4.25198], [-1.07142, -0.84227, -2.54990], [0.98531, -1.57355, -2.63728], [-0.18147, -2.67403, -3.41227], [-1.15638, -0.97025, -1.04944], [-2.01996, -1.20011, -2.97835], [-1.87791, 1.07619, -3.06245], [-0.31535, 1.33061, -1.62169], [1.78012, -1.01218, -5.00935], [-0.41048, -1.44068, -5.72761], [-0.94911, -0.79265, -6.60803], [2.72768, -1.04670, -4.23800], [1.91576, -1.11609, -6.33834], [-0.34650, -2.78696, -5.75179], [-1.10057, -3.34720, -6.83094], [-1.04812, -4.42639, -6.67738], [-0.64727, -3.06115, -7.79049], [-2.13440, -2.96993, -6.78753], [3.24070, -1.30825, -6.83094], [3.93037, -0.58056, -6.39843], [3.15928, -1.19138, -7.90860], [3.58705, -2.32053, -6.60596], [-0.51368, 0.22570, -0.42924], [-0.70069, -1.90386, -0.69496], [-2.22129, -0.96964, -0.81312], [-1.18598, 2.48083, -1.14035], [1.13513, 1.76597, -1.77907], [1.16563, 2.62181, -2.47686], [1.75631, 0.95078, -2.17260], [1.54070, 2.12642, -0.82478], [-0.71331, 2.95404, -0.27157], [-2.15167, 2.08909, -0.80955], [-1.30560, 3.25179, -1.91557], [-0.25600, 0.07679, 1.84197], [-2.30926, -0.36444, 3.63461], [-2.96525, -0.26789, 2.36966], [-2.49126, -1.34159, 1.55393], [-3.80734, 0.38080, 2.12321], [-1.42810, -1.99939, 2.25799], [-1.33509, -1.40030, 3.56965], [-0.74472, -1.78970, 4.40236], [-2.46901, 0.28676, 4.48983], [-2.99857, -1.73668, 0.67415], [-0.96820, -2.93161, 1.93971], [2.21131, 0.43845, 2.04714], [1.89375, -0.51050, 3.06135], [1.34290, -1.67186, 2.44162], [2.03474, -0.37487, 4.13200], [1.34615, -1.46157, 1.02667], [1.93286, -0.16948, 0.77465], [2.32348, 0.16366, -0.18574], [2.59571, 1.44992, 2.18402], [1.09777, -2.60060, 2.95207], [1.06899, -2.20055, 0.28004], [-0.99378, 3.33978, 6.41326], [-0.04354, 2.15685, 6.25044], [1.37364, 2.60001, 6.58839], [-0.45136, 1.04548, 7.21683], [-0.04240, 1.68757, 4.85738], [-0.08941, 1.39904, 3.66559], [-0.92416, 3.71949, 7.43643], [-2.03798, 3.07575, 6.22987], [-0.72307, 4.15621, 5.74308], [1.44805, 2.99738, 7.60453], [2.06962, 1.76242, 6.51751], [1.68036, 3.38513, 5.89815], [-1.46687, 0.71229, 7.00157], [0.23472, 0.20318, 7.12189], [-0.42259, 1.37419, 8.26305]], "forces_ev_per_angstrom": [[0.2, -0.9, -0.5], [0.5, 0.2, 0.0], [0.1, -0.3, -0.2], [-0.3, 0.3, 0.6], [0.2, 0.2, 0.2], [-0.4, -0.2, 0.1], [0.1, -0.6, -0.6], [-0.2, 0.0, 0.0], [0.1, 0.5, 0.1], [0.1, 1.3, 0.0], [0.1, 0.1, 0.1], [0.3, -0.1, -0.1], [-0.5, -0.3, 0.3], [1.5, 0.4, 1.8], [-1.0, 1.0, -0.8], [0.3, -0.7, 1.0], [-1.1, 0.0, -1.1], [-0.1, 0.1, 0.2], [-0.3, 0.5, 0.0], [0.0, -0.1, -0.2], [-0.1, 0.2, -0.1], [-0.2, -0.1, 0.3], [0.4, -0.3, -0.1], [0.2, -0.1, 0.0], [-0.1, -0.1, -0.1], [0.1, 0.1, 0.0], [0.0, 0.1, 0.1], [-0.4, -0.1, -3.1], [-0.1, 0.5, 0.2], [0.4, 0.2, 0.3], [0.4, 0.0, -0.1], [-0.1, -0.2, 0.3], [0.0, -0.4, 0.2], [0.0, 0.2, 0.1], [-0.2, -0.2, -0.1], [-0.1, -0.2, 0.0], [-0.1, 0.2, -0.1], [0.0, -0.3, 0.0], [-1.4, -0.9, 1.8], [0.6, -0.4, -0.5], [0.1, -0.2, 0.3], [0.6, -0.2, 0.5], [0.4, -0.1, 0.1], [-1.2, -0.1, 0.6], [-1.4, -0.3, -0.1], [0.0, 0.5, -0.4], [0.2, -0.1, -0.4], [0.4, 0.3, 0.2], [0.0, 0.3, 0.1], [0.4, -0.5, -1.2], [-0.3, -0.3, -0.2], [0.7, 0.5, -0.4], [-0.3, 0.1, -0.4], [1.7, 0.2, -0.4], [1.1, -0.9, 1.1], [-0.7, 0.1, 0.4], [-0.1, -0.5, 0.0], [-0.2, 0.4, -0.2], [0.1, 0.2, 0.1], [-0.1, 0.4, 0.3], [0.1, -0.1, -0.3], [0.3, 0.3, 0.2], [-0.1, -0.2, 0.2], [-0.1, 0.1, -0.2], [-0.1, 0.9, 0.3], [-0.1, 0.1, 0.1], [0.1, -0.1, -0.1], [0.0, -0.1, -0.1], [-0.1, 0.0, 0.1], [0.0, 0.0, -0.2], [0.1, 0.0, -0.1], [0.0, -0.1, 0.0], [-0.1, -0.1, -0.1], [0.0, 0.1, -0.1]], "lowdin_charge": [-0.22, -0.05, -0.01, -0.17, 0.12, 0.12, -0.24, 0.13, 0.13, -0.14, 0.15, 0.15, -0.38, -0.41, -0.45, 0.11, 0.11, -0.03, -0.04, -0.04, 0.09, 0.10, 0.10, -0.03, 0.10, 0.09, 0.10, -0.31, 0.11, 0.09, -0.07, -0.05, 0.10, 0.08, 0.08, 0.06, 0.08, 0.09, 1.29, -0.19, -0.19, -0.24, 0.08, -0.28, -0.23, 0.10, 0.09, 0.08, 0.10, -0.22, -0.20, -0.23, 0.10, -0.26, -0.23, 0.09, 0.09, 0.10, 0.09, -0.07, -0.67, -0.08, -0.07, -0.20, -0.18, 0.07, 0.08, 0.08, 0.07, 0.08, 0.08, 0.07, 0.07, 0.07]}